21
Properties=species:S:1:pos:R:3 method="wB97M-V/def2-TZVPD" gap_ha=0.12710 multiplicity=1 e_homo_ev=-8.6912
C -0.40 0.45 1.69
N -0.30 -0.36 0.40
C 0.34 -1.67 0.72
N -0.10 -2.65 -0.25
N 0.08 -2.13 2.08
H 0.58 0.90 2.12
H -0.85 -0.04 2.54
H -0.85 1.42 1.29
H 0.47 0.14 -0.19
H -0.29 -3.57 0.22
H -0.92 -2.45 -0.79
H 0.78 -2.78 2.36
H 0.03 4.00 0.27
H 1.37 1.74 -2.11
O 0.47 1.87 -1.68
H 1.47 -1.56 0.69
H 0.37 2.63 -0.44
O 0.23 3.09 0.45
H -1.53 0.25 -3.51
H -0.32 0.76 -2.68
O -0.65 -0.04 -3.19


20
Properties=species:S:1:pos:R:3 method="wB97M-V/def2-TZVPD" gap_ha="0.08175 / 0.33459" total_charge=-1 multiplicity=2 s2=0.750 e_homo_ev="0.7017 / -6.2242"
C 0.57 1.14 0.96
C -0.77 0.46 0.67
S -1.67 0.01 2.27
N 1.42 1.20 -0.21
H 0.40 2.12 1.42
H 0.96 0.44 1.71
H -1.42 1.18 0.15
H -0.65 -0.53 0.22
H -2.03 1.25 2.64
H 1.89 0.32 -0.40
H 0.92 1.60 -1.00
H -2.69 -2.14 -5.00
H -1.95 -2.00 -3.73
O -2.24 -2.69 -4.35
H 2.71 2.57 -0.22
H 4.15 3.19 -0.11
O 3.33 3.25 -0.59
H 1.05 -3.43 0.64
H 0.56 -3.32 -0.90
O 0.66 -2.88 -0.04


20
Properties=species:S:1:pos:R:3 method="wB97M-V/def2-TZVPD" gap_ha=0.34842 multiplicity=1 smiles=NCCS.O.O.O e_homo_ev=-9.1373
C -0.58 0.05 0.12
C -1.17 1.37 0.62
S -1.04 2.73 -0.56
N -0.35 -0.89 1.21
H 0.41 0.31 -0.29
H -1.18 -0.33 -0.70
H -0.80 1.67 1.60
H -2.23 1.20 0.88
H 0.27 2.53 -0.82
H 0.59 -1.25 1.26
H -0.87 -1.74 1.05
H 0.80 -1.42 -2.62
H 0.19 -2.75 -2.66
O 0.17 -1.95 -2.10
H 0.11 -0.99 3.44
H -0.05 -0.35 4.75
O 0.63 -0.79 4.23
H 1.62 1.26 -2.47
H 1.76 0.86 -3.92
O 1.72 0.48 -3.04


20
Properties=species:S:1:pos:R:3 method="wB97M-V/def2-TZVPD" gap_ha=0.35209 multiplicity=1 smiles=NCCS.O.O.O e_homo_ev=-9.2729
C -0.88 -0.04 -2.25
C 0.60 -0.49 -2.44
S 1.54 -1.09 -0.87
N -1.90 -1.08 -2.52
H -1.35 0.44 -1.43
H -1.15 0.68 -3.07
H 0.85 -1.10 -3.23
H 1.04 0.46 -2.81
H 0.75 -1.94 -0.35
H -1.90 -1.42 -3.50
H -1.81 -1.85 -1.94
H -1.41 2.58 2.41
H -2.67 1.66 2.38
O -1.97 2.00 3.03
H 2.83 0.07 2.63
H 3.70 0.98 1.96
O 3.44 0.64 2.76
H -0.14 0.57 3.01
H -0.04 -0.91 3.24
O 0.47 -0.16 3.00


20
Properties=species:S:1:pos:R:3 method="wB97M-V/def2-TZVPD" gap_ha=0.34527 multiplicity=1 smiles=NCCS.O.O.O e_homo_ev=-8.6816
C -0.38 -0.85 0.55
C -1.60 -0.78 1.46
S -1.25 0.25 2.91
N -0.33 -1.86 -0.51
H 0.56 -0.92 1.10
H -0.34 0.19 0.02
H -1.86 -1.83 1.75
H -2.46 -0.37 0.87
H -0.64 1.27 2.35
H 0.45 -2.11 -0.94
H -1.02 -1.55 -1.20
H -3.13 0.61 -3.58
H -1.94 1.54 -3.26
O -2.50 0.76 -2.90
H 2.88 -2.74 0.35
H 1.82 -3.76 0.14
O 2.33 -3.13 -0.34
H 4.82 4.23 -2.43
H 4.11 5.52 -2.33
O 4.05 4.71 -2.74


20
Properties=species:S:1:pos:R:3 method="wB97M-V/def2-TZVPD" gap_ha=0.37481 multiplicity=1 smiles=NCCS.O.O.O e_homo_ev=-9.6842
C 0.09 0.37 0.10
C 0.30 -0.97 0.84
S 0.58 -2.35 -0.36
N -0.17 1.48 1.03
H 0.95 0.58 -0.52
H -0.75 0.19 -0.57
H 1.19 -0.97 1.47
H -0.59 -1.14 1.43
H 0.01 -3.33 0.39
H -0.15 2.30 0.43
H -1.12 1.44 1.37
H -0.83 1.35 -2.59
H 0.57 1.75 -2.25
O -0.32 2.09 -2.22
H 0.45 0.93 3.33
H -0.16 -0.41 3.24
O 0.61 0.01 3.61
H -0.11 -1.46 -2.20
H -0.03 -1.01 -3.67
O -0.52 -0.85 -2.86


20
Properties=species:S:1:pos:R:3 method="wB97M-V/def2-TZVPD" gap_ha=0.36823 multiplicity=1 smiles=NCCS.O.O.O e_homo_ev=-9.5185
C -0.35 -0.06 -0.51
C -1.25 -0.48 0.66
S -0.66 0.06 2.34
N 0.39 -1.16 -1.17
H 0.45 0.64 -0.06
H -1.00 0.50 -1.24
H -1.35 -1.61 0.66
H -2.31 -0.14 0.57
H -0.08 -1.09 2.56
H 0.96 -0.75 -1.94
H -0.27 -1.69 -1.65
H 1.07 2.20 -3.37
H 1.38 3.23 -4.41
O 1.73 2.47 -3.94
H 1.53 -3.30 0.51
H 2.79 -3.28 -0.24
O 2.07 -3.89 0.01
H -1.06 2.32 1.56
H -2.39 2.83 1.41
O -1.59 2.73 0.88


20
Properties=species:S:1:pos:R:3 method="wB97M-V/def2-TZVPD" gap_ha=0.36564 multiplicity=1 smiles=CNCO.O.O.O e_homo_ev=-9.5674
C 0.54 -0.85 0.57
N -0.76 -1.45 0.30
C -1.66 -0.83 -0.54
O -2.60 0.25 0.12
H 0.70 0.14 -0.08
H 1.25 -1.66 0.28
H 0.67 -0.66 1.69
H -1.25 -1.83 1.14
H -1.13 -0.31 -1.32
H -2.42 -1.53 -0.96
H -3.30 -0.29 0.62
H 3.61 -2.29 -1.16
H 3.08 -3.72 -1.35
O 3.92 -3.19 -1.15
H -1.44 1.58 -1.35
H -1.14 1.51 -2.94
O -1.17 2.08 -2.16
H 0.61 4.29 2.11
H 1.59 4.13 3.27
O 0.90 4.64 2.92


20
Properties=species:S:1:pos:R:3 method="wB97M-V/def2-TZVPD" gap_ha=0.37349 multiplicity=1 smiles=NCCO.O.O.O e_homo_ev=-9.7748
C -0.60 -1.24 -1.71
O -0.56 -1.57 -0.28
C -1.42 0.02 -2.11
N -1.36 1.08 -1.08
H 0.41 -1.14 -2.25
H -0.96 -2.14 -2.18
H -1.47 -1.63 0.15
H -1.07 0.39 -3.09
H -2.49 -0.23 -2.23
H -1.80 1.96 -1.56
H -1.75 0.76 -0.18
H 2.50 0.13 1.34
H 1.72 -1.16 2.02
O 2.21 -0.35 2.20
H 1.47 0.75 -1.30
H 0.73 1.32 -0.01
O 1.64 1.26 -0.46
H 0.61 0.55 3.33
H -0.16 0.45 1.91
O -0.31 0.63 2.85


20
Properties=species:S:1:pos:R:3 method="wB97M-V/def2-TZVPD" gap_ha=0.31030 multiplicity=1 smiles="C=NC.O.O.O.O" e_homo_ev=-8.7956
C 0.47 -0.63 -1.31
C -1.37 -1.34 -2.49
N -0.56 -1.72 -1.57
H 1.07 -0.56 -2.32
H -0.09 0.26 -1.00
H 1.18 -0.94 -0.55
H -1.12 -1.12 -3.59
H -2.40 -1.06 -2.13
H 1.67 0.86 2.07
H 1.27 2.29 2.10
O 1.68 1.59 1.61
H -0.21 -1.11 2.72
H -0.35 0.33 3.23
O 0.25 -0.35 3.09
H 0.91 3.31 -1.64
H 0.61 3.00 -0.17
O 0.47 3.67 -0.88
H -1.82 -2.01 0.51
H -0.36 -2.28 1.01
O -1.30 -2.19 1.31


21
Properties=species:S:1:pos:R:3 method="wB97M-V/def2-TZVPD" gap_ha=0.37127 multiplicity=1 smiles="NCC=O.O.O.O.O" e_homo_ev=-9.8328
O 2.06 -0.88 1.14
C 1.99 0.29 0.86
C 0.66 0.98 0.81
N 0.48 1.56 -0.54
H 2.88 0.88 0.56
H -0.17 0.32 1.02
H 0.67 1.72 1.63
H -0.50 1.85 -0.53
H 1.03 2.39 -0.65
H -1.93 -1.95 -0.40
H -2.27 -0.65 -0.95
O -2.00 -1.03 -0.10
H 1.13 -2.91 0.10
H 0.11 -2.02 -0.55
O 0.20 -2.68 0.15
H -1.18 0.61 2.03
H -2.59 0.48 2.31
O -1.89 1.13 2.43
H 0.89 0.13 -2.47
H 0.02 -0.52 -3.54
O 0.42 0.32 -3.30


21
Properties=species:S:1:pos:R:3 method="wB97M-V/def2-TZVPD" gap_ha=0.41029 multiplicity=1 smiles="CC(N)=O.O.O.O.O" e_homo_ev=-10.5143
C -0.76 -2.03 1.22
C 0.59 -1.55 0.87
N 1.58 -1.80 1.79
O 0.82 -0.93 -0.16
H -0.90 -2.90 1.86
H -1.32 -2.17 0.28
H -1.42 -1.21 1.53
H 2.32 -1.11 1.80
H 1.35 -2.10 2.72
H 1.49 0.76 -0.62
H 2.55 1.31 -1.63
O 1.77 1.53 -1.14
H -0.20 2.99 -3.32
H 0.71 2.01 -2.54
O -0.18 2.13 -2.87
H -0.80 -0.02 -0.71
H -1.60 0.50 -1.94
O -1.69 0.08 -1.07
H -1.56 1.94 1.97
H -1.44 1.40 0.50
O -1.30 1.18 1.44


20
Properties=species:S:1:pos:R:3 method="wB97M-V/def2-TZVPD" gap_ha=0.32184 total_charge=-1 multiplicity=1 e_homo_ev=-4.9013
C -1.56 -0.65 -1.55
O -0.66 -1.60 -2.10
C -0.88 0.66 -1.25
H -2.03 -1.06 -0.65
H -2.20 -0.48 -2.43
H -1.40 1.58 -1.47
H 0.02 0.75 -1.85
H -0.53 0.73 -0.21
H 2.26 1.49 1.88
H 1.56 0.35 1.08
O 1.51 1.37 1.28
H 0.27 2.70 1.04
H -1.20 2.73 1.56
O -0.44 3.32 1.36
H 0.75 -1.61 0.64
H 2.24 -1.62 1.89
O 2.08 -1.05 1.12
H -0.17 -2.10 -1.44
H 0.31 -3.18 0.77
O 0.06 -2.34 0.33